Below is the ion C9H11N2S with charge +1, with properties calculated with ωB97M-V/def2-TZVPD.

CARTESIAN COORDINATES (ANGSTROEM)
C: -1.55217 0.52256 -0.61934
C: 0.14263 2.40120 -1.89825
C: 0.47054 -0.81185 -0.20796
C: -2.36324 0.43170 0.47241
C: 2.41007 -0.13311 -1.21151
C: -0.12727 0.30166 -0.74940
C: 0.65410 1.22539 -1.54380
C: -3.03181 -0.26654 2.85317
C: 2.45927 -1.84993 0.56366
N: 1.92811 0.84311 -1.87180
N: 1.79679 -0.93084 -0.29399
S: -1.71283 0.10296 1.93487
H: -2.02783 1.00505 -1.44650
H: 0.73776 3.05697 -2.48177
H: 0.02144 -1.61046 0.39904
H: -3.49045 0.55235 0.42302
H: 3.42000 -0.48532 -1.51820
H: -2.79293 -0.34964 3.88260
H: -3.89841 -0.55440 2.42432
H: 1.93264 -2.79127 0.59974
H: 2.45606 -1.31120 1.65377
H: 3.42613 -1.92325 0.28393
H: -0.85857 2.57487 -1.64799

Cartesian forces (eV/Å) of the 3 atoms listed first:
C 0.2390 0.2641 -0.0069
C 0.8689 -0.6672 -0.2617
C -0.5904 0.6129 1.0570

The total charge is +1. The HOMO energy (alpha / beta) is -11.0 / -11.3 eV. The calculation puts the molar mass at 179.268 g/mol. The energy relative to the best compared isomer or geometry (same formula, charge and spin) is 82.6 kcal/mol. Its orbital gap (alpha / beta) is 4.962 / 5.932 eV. The LUMO energy (alpha / beta) is -6.1 / -5.4 eV.